1.
{"formula": "HO2PS", "method": "ωB97M-V/def2-TZVPD", "gap_ha": [0.2767, 0.3336], "relative_energy_kj_mol": 68.5, "homo_ha": [-0.291, -0.402], "multiplicity": 3, "total_charge": 0, "elements": ["O", "O", "P", "S", "H"], "positions_angstrom": [[-1.79386, -0.14742, -0.08404], [-4.40773, -0.52244, 0.18183], [-0.24183, -1.12616, 0.08587], [-3.36159, 0.40101, -0.12697], [0.32666, -0.06970, -0.41017]], "forces_ev_per_angstrom": [[0.92, -0.99, 0.22], [-1.03, -1.59, 0.47], [-4.17, -1.04, 0.97], [2.42, 1.16, -0.42], [1.87, 2.46, -1.24]]}

2.
{"formula": "C16H10Cl4N2O2RuS2", "method": "ωB97M-V/def2-TZVPD", "gap_ha": [0.2081, 0.2124], "relative_energy_kj_mol": 36.9, "homo_ha": [-0.144, -0.149], "multiplicity": 2, "total_charge": -1, "elements": ["Ru", "Cl", "C", "C", "Cl", "C", "Cl", "C", "O", "C", "O", "C", "Cl", "C", "C", "S", "C", "C", "S", "H", "H", "H", "H", "H", "H", "N", "C", "C", "C", "C", "C", "N", "C", "H", "H", "H", "H"], "positions_angstrom": [[0.30852, -0.38807, -0.68315], [0.85515, 5.81064, -2.01682], [1.26959, 4.13462, -1.83541], [2.52314, 3.76666, -1.39423], [3.71488, 4.96958, -1.00691], [2.83602, 2.40314, -1.25309], [4.39838, 1.89436, -0.68020], [1.91777, 1.41553, -1.57307], [2.15020, 0.11421, -1.49187], [0.61231, 1.79650, -2.01274], [-0.24262, 0.81378, -2.27100], [0.31413, 3.14492, -2.12906], [-1.28334, 3.57276, -2.65462], [-4.20408, -0.27425, -0.64054], [-2.77988, -0.76229, -0.57427], [-1.60793, 0.18676, 0.33308], [-2.34652, -1.91512, -1.11257], [-3.19428, -2.91488, -1.84404], [-0.64741, -2.32099, -0.85909], [-4.25512, 0.78499, -0.39094], [-4.84970, -0.81783, 0.05638], [-4.61554, -0.39574, -1.64409], [-4.22770, -2.58000, -1.93336], [-3.20163, -3.87659, -1.32172], [-2.80363, -3.09916, -2.84763], [2.79196, -4.53421, 3.46977], [2.40901, -3.48619, 3.19587], [1.93073, -2.15998, 2.88072], [1.54338, -1.28968, 3.88615], [1.11267, -0.02275, 3.54019], [1.04720, 0.30749, 2.19993], [1.41153, -0.52916, 1.22402], [1.85754, -1.73820, 1.55529], [1.58107, -1.60567, 4.92039], [0.80470, 0.69335, 4.28777], [0.69166, 1.27840, 1.87687], [2.17785, -2.37693, 0.74399]], "forces_ev_per_angstrom": [[1.04, 1.40, 0.79], [0.03, -0.08, 0.02], [-0.19, 0.05, -0.08], [0.19, -0.08, 0.06], [-0.09, -0.08, -0.02], [0.23, 0.13, 0.08], [-0.12, 0.06, -0.06], [0.18, -0.59, -0.10], [0.36, 0.37, -0.07], [-0.56, -0.33, -0.33], [0.10, 0.05, -0.17], [-0.15, 0.16, -0.05], [0.12, -0.01, 0.02], [0.04, 0.02, 0.07], [0.05, 0.07, 0.15], [-0.67, 0.05, -0.01], [0.04, -0.10, 0.08], [0.05, -0.05, 0.03], [-0.34, -0.35, -0.55], [0.02, -0.02, 0.01], [0.01, 0.01, -0.01], [0.01, -0.01, 0.01], [0.01, 0.02, 0.01], [0.01, 0.02, 0.00], [-0.01, 0.02, 0.01], [0.00, 0.02, -0.01], [-0.11, 0.24, -0.05], [0.22, -0.32, -0.15], [-0.06, 0.10, 0.24], [0.09, 0.00, -0.03], [0.15, 0.19, -0.11], [-0.71, -0.96, 0.20], [0.23, 0.11, 0.06], [0.01, 0.00, -0.01], [0.01, -0.01, 0.00], [-0.10, -0.04, 0.00], [-0.09, -0.04, -0.02]]}

3.
{"formula": "C29H45N5Si4SnTe", "method": "ωB97M-V/def2-TZVPD", "gap_ha": 0.2635, "homo_ha": -0.250, "multiplicity": 1, "total_charge": 0, "elements": ["Sn", "C", "C", "C", "C", "C", "N", "C", "C", "C", "C", "C", "C", "C", "N", "C", "C", "C", "N", "C", "C", "N", "C", "C", "C", "N", "H", "H", "H", "H", "H", "H", "H", "H", "H", "H", "H", "H", "H", "H", "H", "H", "H", "H", "C", "Si", "C", "C", "Si", "Te", "Si", "C", "C", "C", "Si", "C", "C", "C", "H", "H", "H", "H", "H", "H", "H", "H", "H", "H", "H", "H", "H", "H", "H", "H", "H", "H", "H", "H", "H", "H", "H", "H", "H", "H", "H"], "positions_angstrom": [[0.00769, 2.06613, -1.78469], [3.89273, 5.60105, 3.54546], [2.88504, 4.84387, 2.72173], [1.60393, 4.57089, 3.19012], [0.66624, 3.94620, 2.39855], [0.93047, 3.49998, 1.08241], [-0.04993, 2.90781, 0.31018], [-1.18000, 2.38902, 0.97270], [-1.05937, 1.45291, 2.01084], [-2.15437, 0.90640, 2.64392], [-3.45091, 1.25379, 2.26686], [-4.65653, 0.63402, 2.92044], [-3.59251, 2.15699, 1.22942], [-2.48620, 2.71900, 0.59561], [-2.72375, 3.64783, -0.45049], [-3.63358, 4.64440, -0.48634], [-3.53092, 5.24208, -1.72391], [-2.51843, 4.53054, -2.38070], [-2.04254, 3.57496, -1.59547], [2.23878, 3.77505, 0.63021], [3.16352, 4.44788, 1.42908], [2.70463, 3.40538, -0.66333], [3.95505, 2.98400, -0.95254], [4.07746, 2.96680, -2.32443], [2.83071, 3.38736, -2.79295], [2.00333, 3.65328, -1.78226], [3.70406, 5.46932, 4.61060], [4.90886, 5.26624, 3.33572], [3.84056, 6.66979, 3.32457], [1.32565, 4.86830, 4.19510], [-0.32215, 3.79435, 2.80376], [-0.06061, 1.16121, 2.30745], [-2.00127, 0.17602, 3.43042], [-4.40696, 0.25402, 3.91031], [-5.46225, 1.36085, 3.02616], [-5.03227, -0.19845, 2.32165], [-4.58222, 2.43175, 0.88185], [-4.26829, 4.86518, 0.35414], [-4.10247, 6.07286, -2.09829], [-2.10807, 4.66315, -3.36858], [4.13089, 4.68306, 1.00153], [4.64942, 2.70599, -0.17946], [4.94147, 2.68183, -2.89853], [2.47728, 3.49817, -3.80547], [1.09867, -5.37910, 1.43576], [1.07619, -3.49962, 1.20674], [2.84706, -2.84496, 1.34266], [0.09441, -2.71869, 2.62552], [0.15147, -2.83583, -0.85900], [0.42479, -0.30208, -0.48203], [-2.12697, -3.37675, -1.02471], [-2.87593, -2.73233, -2.64064], [-2.38929, -5.25345, -0.96781], [-3.11288, -2.58570, 0.38449], [1.38597, -3.57555, -2.71272], [1.45248, -5.46739, -2.80203], [3.15322, -2.90701, -2.62157], [0.64264, -2.92366, -4.32827], [1.54051, -5.65039, 2.39698], [1.68173, -5.86541, 0.65021], [0.08866, -5.79428, 1.40252], [3.26582, -3.01978, 2.33636], [2.84999, -1.76835, 1.15975], [3.51395, -3.30650, 0.61078], [0.58775, -2.87556, 3.58764], [-0.91933, -3.11982, 2.69755], [0.01243, -1.64226, 2.45746], [-2.44018, -3.22126, -3.51455], [-2.70344, -1.65809, -2.74236], [-3.95458, -2.90274, -2.66739], [-1.87597, -5.75338, -1.79274], [-3.45091, -5.49972, -1.04050], [-2.01085, -5.68381, -0.03758], [-2.92914, -1.50830, 0.42058], [-2.83048, -2.99846, 1.35573], [-4.18583, -2.74373, 0.25240], [1.90692, -5.89193, -1.90371], [2.04125, -5.79864, -3.66017], [0.45338, -5.89892, -2.89920], [3.69651, -3.31736, -1.76744], [3.13633, -1.82023, -2.50819], [3.71944, -3.14509, -3.52479], [-0.34531, -3.34572, -4.52430], [1.28182, -3.16240, -5.18119], [0.53553, -1.83703, -4.28359]], "forces_ev_per_angstrom": [[-0.26, 1.01, -0.46], [-0.08, -0.02, -0.08], [0.02, 0.02, 0.06], [0.06, 0.01, -0.02], [-0.09, -0.07, -0.14], [0.10, 0.13, 0.04], [0.05, -0.33, -0.66], [-0.12, -0.02, 0.23], [0.07, 0.13, 0.00], [0.00, 0.00, 0.03], [-0.02, 0.00, -0.02], [0.07, 0.03, -0.03], [-0.04, 0.05, -0.10], [0.14, -0.17, 0.22], [-0.16, 0.27, 0.12], [0.01, 0.11, -0.18], [-0.06, 0.01, 0.04], [0.04, -0.07, 0.13], [-0.07, -0.17, -0.15], [-0.13, 0.13, 0.26], [-0.06, -0.05, -0.08], [0.34, -0.23, 0.08], [-0.07, -0.05, -0.15], [0.05, 0.02, -0.01], [-0.01, 0.01, 0.11], [-0.03, 0.13, -0.05], [0.01, 0.01, 0.01], [0.01, 0.01, 0.01], [0.04, 0.01, 0.05], [-0.02, 0.02, -0.01], [-0.07, -0.04, 0.00], [-0.01, 0.02, 0.02], [-0.01, 0.02, 0.01], [-0.02, -0.03, 0.00], [-0.02, -0.02, 0.00], [-0.01, -0.02, 0.03], [0.00, -0.01, 0.00], [0.04, -0.05, 0.04], [0.00, 0.00, 0.03], [-0.02, 0.01, 0.00], [0.01, -0.02, -0.02], [-0.03, 0.04, 0.05], [-0.02, -0.02, 0.01], [0.00, -0.06, -0.01], [-0.09, 0.15, -0.18], [0.23, 0.00, 0.43], [-0.16, -0.03, -0.18], [-0.06, -0.03, -0.22], [0.04, 0.42, 0.00], [0.27, -1.43, 0.58], [-0.58, 0.05, -0.04], [0.25, -0.01, 0.09], [0.21, 0.14, 0.02], [0.25, -0.01, -0.01], [0.35, 0.00, -0.46], [-0.11, 0.15, 0.16], [-0.18, -0.01, 0.17], [-0.09, -0.01, 0.25], [0.01, 0.05, 0.02], [0.00, 0.00, 0.01], [0.01, 0.00, 0.00], [-0.07, -0.06, 0.03], [0.02, 0.01, 0.00], [-0.03, -0.01, 0.01], [0.07, -0.06, -0.04], [0.03, -0.02, -0.01], [0.00, 0.00, 0.00], [0.00, 0.00, 0.02], [0.01, 0.00, 0.01], [-0.01, -0.03, 0.07], [0.00, 0.02, 0.00], [-0.03, 0.06, 0.00], [0.00, 0.02, -0.01], [0.02, 0.00, -0.01], [0.00, 0.00, -0.02], [0.00, -0.05, -0.07], [0.00, 0.01, -0.01], [0.02, 0.07, -0.03], [0.00, 0.01, 0.00], [-0.01, 0.00, -0.01], [-0.01, -0.01, 0.01], [-0.06, -0.05, -0.04], [0.02, 0.00, 0.01], [0.06, -0.04, 0.04], [0.00, 0.00, 0.01]]}

4.
{"formula": "C36H29GeN2O2Pb", "method": "ωB97M-V/def2-TZVPD", "gap_ha": 0.2144, "homo_ha": -0.127, "multiplicity": 1, "total_charge": -1, "elements": ["Pb", "C", "O", "C", "C", "C", "C", "C", "C", "N", "N", "C", "C", "O", "C", "C", "C", "C", "C", "C", "C", "C", "H", "H", "H", "H", "H", "H", "H", "H", "H", "H", "H", "H", "H", "C", "Ge", "C", "C", "C", "C", "C", "C", "C", "C", "C", "C", "C", "C", "C", "C", "C", "C", "C", "C", "H", "H", "H", "H", "H", "H", "H", "H", "H", "H", "H", "H", "H", "H", "H", "H"], "positions_angstrom": [[0.24350, 1.33389, 2.07348], [-2.24871, 3.00408, 0.08227], [-2.34519, 2.46778, 1.41806], [-3.43967, 1.69728, 1.62419], [-4.71959, 2.24035, 1.55247], [-5.83322, 1.45294, 1.78201], [-5.65336, 0.10935, 2.09396], [-4.37561, -0.41993, 2.17685], [-3.23855, 0.36435, 1.94813], [-1.88540, -0.14062, 1.99341], [-1.84365, -1.22270, 2.59760], [-0.73108, -1.99883, 2.64317], [0.42867, -1.82253, 1.82293], [0.67187, -0.80012, 1.15533], [1.36275, -2.93557, 1.72690], [1.22595, -4.03793, 2.47628], [0.12351, -4.20804, 3.39649], [0.00481, -5.36883, 4.18207], [-1.06290, -5.54754, 5.02909], [-2.04217, -4.54399, 5.11040], [-1.93918, -3.39737, 4.35571], [-0.85598, -3.20070, 3.47134], [-3.08570, 3.67100, -0.12938], [-2.22068, 2.19916, -0.64867], [-1.30547, 3.53444, 0.02860], [-4.82677, 3.29378, 1.32241], [-6.82775, 1.88174, 1.71037], [-6.51158, -0.53087, 2.27083], [-4.22519, -1.46306, 2.41106], [2.19099, -2.81282, 1.03469], [1.96116, -4.83468, 2.39846], [0.77870, -6.12899, 4.10440], [-1.14917, -6.44974, 5.62462], [-2.88634, -4.67284, 5.77811], [-2.68853, -2.62011, 4.43361], [1.00866, 2.16278, 0.27373], [1.49703, 1.33720, -1.33089], [2.33457, -0.45766, -1.25637], [1.82540, -1.66650, -1.74138], [2.53356, -2.86150, -1.60844], [3.77184, -2.87460, -0.97958], [4.28810, -1.68656, -0.46848], [3.57389, -0.50127, -0.60384], [2.89532, 2.42775, -2.22731], [3.97394, 1.87126, -2.92541], [4.93360, 2.67324, -3.54039], [4.83215, 4.05839, -3.47584], [3.76767, 4.63390, -2.78755], [2.81786, 3.82534, -2.16952], [-0.00492, 1.43101, -2.64982], [-0.47665, 2.72558, -2.90313], [-1.55702, 2.96463, -3.74338], [-2.21660, 1.89992, -4.35387], [-1.77354, 0.60579, -4.11953], [-0.67805, 0.37876, -3.28290], [1.58907, 3.07104, 0.47000], [0.85374, -1.70321, -2.21464], [2.11036, -3.78350, -1.99228], [4.32363, -3.80181, -0.87618], [5.24552, -1.68541, 0.04058], [3.98225, 0.41520, -0.18314], [4.06879, 0.79206, -2.99674], [5.76271, 2.21532, -4.07043], [5.57719, 4.68433, -3.95390], [3.68096, 5.71389, -2.72897], [2.00780, 4.29130, -1.61189], [0.00586, 3.56795, -2.41142], [-1.89554, 3.98223, -3.91369], [-3.06793, 2.07983, -5.00031], [-2.27818, -0.23368, -4.58624], [-0.36350, -0.64530, -3.12810]], "forces_ev_per_angstrom": [[0.54, 0.33, 0.01], [-0.08, 0.04, 0.20], [0.47, 0.71, -0.49], [-0.25, -0.02, -0.01], [-0.01, 0.08, -0.02], [0.04, -0.06, 0.00], [0.03, -0.05, 0.02], [0.20, -0.08, 0.01], [-0.04, -0.21, 0.12], [-0.98, 1.15, -0.88], [-0.04, -1.44, 0.73], [0.35, -0.60, 0.32], [-0.33, -0.96, 0.60], [-0.02, 1.05, -0.55], [0.05, 0.16, -0.05], [-0.16, -0.27, 0.29], [0.21, -0.09, -0.13], [0.06, 0.02, -0.03], [-0.05, 0.05, 0.00], [0.09, -0.02, -0.06], [0.03, 0.00, 0.00], [-0.08, 0.37, -0.24], [-0.07, 0.01, 0.04], [-0.03, -0.14, -0.04], [0.10, -0.01, 0.03], [0.03, -0.04, 0.00], [0.09, -0.05, 0.03], [0.08, 0.04, -0.02], [-0.01, -0.07, 0.01], [-0.15, 0.05, 0.14], [-0.06, -0.01, 0.04], [-0.07, 0.06, 0.00], [0.01, 0.06, -0.02], [0.01, 0.02, -0.01], [0.02, -0.04, -0.01], [0.13, -0.01, 0.22], [-0.08, 0.05, -0.18], [0.08, -0.24, 0.06], [0.23, 0.03, 0.05], [0.02, 0.18, -0.03], [-0.02, 0.13, -0.05], [-0.11, 0.01, -0.06], [-0.08, -0.10, -0.07], [0.20, 0.12, -0.10], [-0.10, 0.17, -0.05], [-0.10, 0.05, 0.06], [-0.12, -0.07, 0.08], [0.01, -0.14, -0.02], [0.13, -0.04, 0.01], [-0.20, -0.23, -0.13], [-0.05, -0.05, -0.02], [0.00, -0.08, 0.02], [0.11, 0.01, 0.09], [0.13, 0.08, 0.09], [-0.03, 0.20, -0.01], [-0.14, 0.01, 0.05], [0.07, -0.01, 0.04], [0.00, 0.03, 0.02], [0.00, 0.01, 0.00], [-0.01, 0.00, -0.01], [-0.03, -0.08, -0.04], [-0.01, 0.05, 0.03], [-0.04, 0.01, 0.02], [-0.02, -0.01, 0.01], [0.00, -0.04, 0.01], [0.10, -0.05, -0.05], [-0.07, -0.09, -0.05], [0.03, -0.05, 0.00], [0.02, 0.00, 0.01], [0.02, 0.03, 0.03], [-0.05, 0.10, -0.02]]}

| no. | total energy (eV) |
| --- | --- |
| 1 | -24231.7462 |
| 2 | -98173.4361 |
| 3 | -82892.0930 |
| 4 | -106640.2056 |